Computed, not measured: a cluster of 12 separate species, C56H122ClF18N9O24S6 in total in a non-equilibrium geometry, with ωB97M-V with the def2-TZVPD basis set.

XYZ file:
```
236
Properties=species:S:1:pos:R:3:forces:R:3
H -1.061624 -0.369933 0.239762 0.3 -0.3 -0.1
F -0.201034 -7.523133 -4.905208 0.6 -0.8 -0.9
S -0.296294 -7.339973 -2.198018 -1.9 -6.5 1.3
C 1.499476 -4.618143 -5.077688 0.4 1.6 0.7
H 2.551996 -5.784873 5.016692 0.3 0.3 0.6
F 1.615186 7.710437 2.412532 0.1 0.7 -0.7
H 0.401376 1.335577 2.790722 0.2 0.0 0.2
H 3.515476 -6.875903 6.134002 -0.2 0.2 0.0
H -6.248344 6.850397 -3.455288 0.4 -0.4 0.0
H -7.750874 1.410107 2.718952 0.7 -0.5 0.2
C -0.440734 -0.243483 1.126672 0.1 1.2 -0.8
F 6.935916 3.221037 -1.610598 3.4 -0.2 -1.6
C 3.321276 -6.551203 5.111782 0.7 0.0 -1.3
H -3.623704 8.414287 -3.945868 0.4 -0.5 -0.3
O 3.853406 -1.083613 -3.305298 -1.3 -0.6 -0.7
F 6.245426 1.514407 -0.468198 -0.4 1.2 -0.8
H -3.552814 4.090167 -3.642168 0.0 0.1 -0.2
O 3.927466 -4.269933 -5.680578 -1.2 1.6 -0.1
H -3.214694 1.455557 9.148442 0.8 0.1 -0.2
H -2.411264 0.526377 4.776892 0.2 0.0 0.0
H 1.649216 -0.957383 -1.991708 0.0 -0.1 0.1
H 4.193966 1.467937 1.697312 -0.2 0.1 0.3
H 0.782096 -4.609043 -4.257088 0.4 0.1 0.4
H 4.313256 -6.635343 0.985812 0.1 1.0 0.2
C 1.256266 7.105237 3.511802 1.4 -3.1 0.5
H -1.635194 4.661787 -0.149688 0.2 -0.1 0.3
C -3.598864 6.004887 -5.514528 0.2 0.4 0.7
H 3.004326 -7.067323 2.003502 -0.2 0.8 0.8
C -3.197544 3.087747 3.112822 1.9 -2.2 1.0
C -1.106854 -7.379913 -3.963918 0.1 -0.9 1.9
H -4.744384 0.923337 6.837552 0.0 -0.1 0.2
H -4.579544 2.253067 8.781672 -0.2 0.7 -0.6
F -0.011854 6.771777 3.466852 -1.5 0.4 -0.1
F 6.426176 -2.404703 -3.790508 0.5 -1.3 1.0
C 0.617416 -4.144233 -0.399088 0.4 -0.7 1.2
C 0.987656 -0.224203 -1.530328 0.3 0.5 -0.6
C 0.792166 3.139297 -0.480848 1.0 -0.4 -0.4
C -7.167304 1.662297 1.833542 -0.5 1.9 0.2
H -2.687514 5.887057 0.560272 0.1 0.1 -0.1
H -7.753654 1.474537 -1.242458 0.1 -0.2 -0.2
H -4.176294 4.235547 2.818662 -1.8 2.2 -0.5
C 5.531656 -2.000993 5.126682 -0.3 0.8 -0.2
H 2.667426 -4.792403 3.265312 -0.1 0.8 0.7
O 0.725766 2.973477 -3.622358 -0.2 0.1 1.0
H 2.521986 -3.016263 -7.311888 0.1 -0.4 0.3
H -6.619094 -0.986723 -1.078808 -0.2 0.5 -0.1
C -1.805404 6.266387 -3.791218 -1.2 0.4 1.3
H 1.888236 2.028027 2.170342 -0.1 0.1 -0.5
C -1.801504 5.734947 -0.056118 0.3 -0.2 0.1
H -1.530024 4.642237 -2.388168 0.2 -0.3 -0.4
H 5.571776 -4.984683 0.489842 0.4 -0.2 -0.2
H 3.226526 -2.274853 3.668662 -0.8 -0.7 -0.3
N -3.388284 6.216297 -3.981418 -0.1 -0.3 -0.5
S 1.414576 -5.951493 -0.791558 1.1 0.1 -1.2
H 2.168066 -4.739743 -9.259488 -0.4 0.5 0.0
H -0.872194 -3.936003 -7.444468 0.3 0.0 0.1
C -3.479264 -1.124413 7.576842 0.1 0.6 0.1
C -0.566904 -4.265603 -6.451358 1.0 0.6 0.6
F -1.640684 -6.198123 -4.154448 -1.1 1.3 -0.2
H -4.750984 0.068907 4.460662 -0.1 0.3 0.1
H 0.289076 1.554067 6.979052 0.0 -0.1 0.2
H -4.097874 1.068237 0.933422 -0.2 0.1 0.1
H -0.920194 -0.763173 7.363862 -0.1 -0.1 -0.7
C -2.773784 -0.364143 5.290362 0.1 0.6 0.3
O 5.402516 2.801387 -4.016178 0.6 -0.4 0.6
C -3.658234 2.055377 -1.008828 -1.2 -1.4 1.2
O -3.356744 4.172537 2.322702 -0.1 0.3 -0.6
H -0.254774 -0.809103 -4.243738 -0.2 0.3 -0.6
H 1.569916 -0.888213 3.048732 -0.1 -0.3 -0.1
O 0.368556 -8.665973 -1.923328 -1.4 2.9 -1.5
H 2.897586 -7.382123 4.547722 0.2 -0.3 0.1
H -3.914604 7.550387 -2.471438 -0.2 0.0 0.1
C -6.699574 0.504857 1.027112 0.0 0.3 -0.2
F 6.217436 5.651997 1.311942 -0.3 0.9 -0.8
N 3.583026 5.689737 2.972682 -4.8 4.9 2.1
H 6.065376 -2.127443 6.068622 -0.5 -0.4 0.1
H 1.283296 2.192837 -3.659358 1.6 -0.2 1.1
C 6.168216 -2.180903 -2.490148 -3.3 3.6 -0.4
H 1.021926 -5.606413 -8.235858 0.0 0.1 0.0
H -0.476874 -5.350723 -6.401278 0.1 0.2 -0.1
H 5.310336 -7.040873 4.448662 0.3 0.3 -0.2
H 7.260166 -4.477253 0.934312 -0.1 -0.5 0.1
H -3.018104 2.997387 8.184212 -0.1 -0.2 0.4
H -3.603624 1.979337 6.144102 0.5 -0.2 -0.1
H 0.986936 -2.900623 -8.067608 -0.2 -0.2 0.0
O -0.818964 3.393777 -5.177728 0.1 -0.5 0.9
C 1.597466 -3.572993 -7.464888 -0.1 0.0 0.0
H 2.743266 -5.409093 -7.822968 -0.2 -0.1 0.4
O -2.032844 6.274317 -1.327208 -1.0 1.5 -1.5
H -6.358654 2.355367 2.065562 0.1 -0.3 0.7
H -4.340574 2.582127 -1.675948 0.2 -0.4 -1.0
H -1.805114 0.152427 -3.010228 0.2 0.2 0.6
F 6.765906 3.867257 2.274412 0.7 -1.3 0.2
H -1.983414 7.313507 -6.437178 0.0 -0.4 0.3
H -0.006564 -0.653293 -1.405888 0.1 -0.2 0.1
H -3.509694 -0.872053 8.636782 0.7 -0.2 0.1
H -7.897144 2.317817 1.358432 -0.1 -0.2 -0.8
H 1.638256 -1.681423 -5.535278 -0.1 -0.1 0.4
C 4.403836 0.550137 2.246572 -0.5 -0.6 -0.9
H 5.871606 -3.503713 1.286332 0.0 0.1 0.2
H -6.743844 2.806957 -0.756368 0.2 -0.1 0.0
H -7.567104 -0.101923 0.767672 0.3 -0.3 -0.4
O 0.986006 -6.878993 0.250522 0.2 1.8 -1.2
C 4.543806 -5.534663 -5.732848 0.0 0.4 1.5
H 0.907546 0.559477 -2.283678 0.0 0.3 0.2
H -3.456984 8.197877 -6.181618 -0.3 -0.2 0.7
H 3.274266 -4.657433 -3.780328 -0.5 -0.3 0.2
H -6.209764 -3.041123 5.354792 -0.4 0.1 0.0
H 4.945396 -1.082283 5.145512 0.1 0.3 0.3
C -5.652374 -0.499533 -0.951568 0.3 0.8 -1.0
C -4.106874 7.523697 -3.544008 0.0 -0.5 0.6
C 1.640256 0.173727 -0.215858 -0.3 -0.8 0.7
H -1.998864 1.935077 -2.922078 0.5 0.0 0.2
H -1.301934 5.676647 -4.557248 -0.4 -0.4 -0.1
H -0.155954 -2.331273 -3.546138 0.6 -0.5 -0.2
C -4.038164 4.979577 -3.240298 0.2 0.7 -1.0
O -2.187584 2.413957 3.087542 2.1 -0.9 -1.1
H 4.624996 -7.667693 2.305142 0.0 0.1 0.5
H -6.275304 1.855337 -2.196968 0.1 -0.3 0.3
F 7.222206 -1.738983 -1.833898 0.8 -1.4 0.1
H -1.133864 0.175397 1.856212 0.4 0.2 0.3
F 1.463116 7.875217 4.562012 0.3 0.2 0.2
F 6.582516 5.673987 3.428482 -0.2 0.0 0.1
H -4.658334 5.782787 -5.642188 -0.1 0.6 -0.1
H -0.011894 -1.181743 1.478622 0.1 0.2 -0.1
H 1.953136 -0.764483 0.242372 -0.2 0.1 0.3
H 3.738866 -6.269623 -5.731028 0.5 -0.7 -0.4
H -1.115394 2.197837 6.225372 -0.4 -0.3 -0.1
O 1.267636 4.488827 2.758302 0.5 0.3 0.5
C -1.398394 0.216087 7.342252 -0.4 1.0 -1.0
C 0.643986 -2.116613 -5.635918 0.1 -1.2 -0.7
H 1.463076 2.731807 -1.237108 0.2 0.0 0.1
H -0.948454 6.244877 0.391502 0.1 -0.4 0.3
H 2.805986 -3.088603 -4.277478 0.6 0.3 -0.6
H -1.344474 -3.963843 -5.749638 0.4 0.0 0.2
F 5.165556 3.423617 -0.782548 -2.8 0.0 1.4
H -5.106434 5.002447 -3.455628 0.2 -0.1 -0.5
H 0.194326 3.846987 -1.055178 -0.4 -0.3 0.2
H -0.716344 2.551407 0.870042 0.3 -0.5 1.0
H -0.293334 5.877807 -2.430238 0.3 0.0 0.2
C -3.594804 2.086537 8.345022 -0.4 -1.5 -0.7
F -2.090814 -8.322373 -4.093328 1.4 0.9 0.2
H -6.063444 8.506347 -3.478918 0.6 0.4 0.0
N 0.843866 -3.633693 -6.080558 -1.1 -1.3 -2.0
C 5.904486 2.509077 -1.322748 -0.8 -0.8 -0.3
H -5.978884 -0.066683 1.611952 -0.1 -0.2 -0.1
O 3.293646 -0.397493 2.143792 0.6 1.1 1.0
C 4.066376 -2.959893 3.552602 -0.4 -0.2 0.9
H -5.201464 -0.265043 -1.915828 -0.5 0.4 0.0
H -0.247154 0.762347 5.552452 -0.3 0.1 -0.1
C 2.897896 -4.110683 -4.644908 0.5 -1.1 -0.5
H 0.199146 -1.678923 -6.529588 0.2 0.0 -0.1
H 2.341796 0.332537 3.931322 0.6 0.5 0.0
H -3.995724 4.926717 -2.152408 0.8 0.9 -0.1
N -2.844304 0.049337 6.816882 -0.8 -1.3 -0.7
H -3.148304 5.032667 -5.714248 0.7 0.3 -0.2
C -2.490544 0.971127 -2.791108 0.4 0.3 -0.5
H 3.445126 -4.098353 1.922212 0.3 -0.4 -0.3
S 2.087696 5.294937 3.635672 -0.2 2.9 0.2
H -4.134534 -0.887753 0.428052 0.5 -0.7 0.1
C 1.293136 1.115437 2.203872 0.6 0.1 -0.2
C 3.617216 -4.346913 2.969442 0.1 0.0 -0.7
H 4.629586 0.772087 3.289582 0.1 0.0 0.0
H -0.775274 1.616987 -0.529448 0.4 -0.2 -0.4
H 4.681926 -2.325173 2.915172 0.6 -0.8 -0.6
N 0.693856 -6.196273 -2.380788 2.5 2.3 2.6
Cl 0.266066 -3.055443 4.650942 -0.1 0.3 -0.1
C 1.861816 -4.911703 -8.227628 0.3 0.4 1.0
H 5.120796 -5.327533 5.064492 0.2 -0.1 -0.2
H -5.816614 7.627997 -4.960728 0.3 0.0 0.0
C -1.371724 5.719427 -2.440038 0.1 -0.6 0.4
H -6.604034 -1.470443 4.592182 -0.2 0.3 0.3
F 5.506196 -3.199003 -1.847308 1.6 0.6 -1.1
F 0.439736 -3.275783 -1.412408 0.9 -0.8 0.4
C 0.113736 2.630367 -4.758518 -1.2 0.5 -3.4
C 6.068666 4.963347 2.418122 -1.5 -0.2 0.6
H 6.302636 -1.835763 4.374102 0.1 -0.3 -0.4
C -4.034734 -0.749083 4.537902 -0.8 -0.5 0.5
O 2.126436 5.024397 5.050742 -0.1 0.0 -0.7
C -0.054264 2.052447 0.162372 -0.3 0.1 0.3
C 4.694776 -6.141813 4.478352 -2.0 0.1 -0.1
C -5.600664 7.610307 -3.892488 -0.3 -0.3 0.1
N 0.666096 0.815697 0.788522 -0.6 -0.7 0.9
H -6.011184 -2.792353 3.667162 1.0 0.0 -0.5
H -1.498064 0.455637 8.400922 0.0 0.5 -0.2
H 2.595686 0.696127 -0.264338 -0.4 0.6 -0.3
H 5.212626 0.079727 1.687392 0.2 -0.1 0.4
H -2.917174 -2.017403 7.303482 0.1 0.1 0.4
N 4.556826 -5.598783 3.033122 0.8 -0.2 -1.2
C -3.727824 1.290187 6.979422 -0.2 0.5 0.7
H 1.380826 3.743957 0.209062 0.0 -0.3 0.3
H -2.912664 2.813437 -0.768888 0.1 -0.1 0.7
H -4.053034 -1.970553 -1.025038 0.1 0.4 0.1
O 2.874996 -5.788713 -0.911328 -2.3 0.4 -0.2
O 4.273776 3.511427 3.901152 0.5 1.2 -1.3
O -3.033804 0.841777 -1.473518 -1.0 1.0 -0.3
H -3.734654 -1.018283 3.525192 0.4 0.3 -0.2
O 3.793666 3.725377 1.530662 0.7 0.5 0.1
H 5.173826 -5.635443 -4.849098 -0.3 -0.4 0.6
H 6.403856 -4.561703 3.403272 -0.3 0.0 0.2
F 1.327606 -3.592243 0.618992 0.4 0.0 -1.3
H -4.943344 2.629117 0.671852 -0.1 -0.3 0.0
H 5.318836 -5.600593 -6.496438 -0.8 0.2 -0.7
S 5.025016 1.887527 -2.975468 -1.2 -0.6 -0.1
H -4.531324 -1.314673 7.364582 0.2 0.4 -0.8
C -0.616804 1.255327 6.451582 0.3 -0.9 1.1
C -4.630824 1.690417 0.214412 1.1 -0.5 -1.7
O 4.711826 -0.396183 -1.090368 -0.2 -0.5 -1.6
S 4.235616 4.421727 2.731362 4.1 -7.6 -0.7
C -0.328144 -1.862283 -4.514898 0.1 -0.4 1.1
O 0.616916 1.628487 -5.347248 -1.0 0.3 0.7
C -5.890344 -2.293503 4.628742 -1.3 -0.4 0.4
H -1.345714 -2.164493 -4.762538 0.0 0.4 -0.3
F -0.558574 -4.362783 0.127752 -1.1 -0.5 -0.2
C 4.054966 -6.778763 2.035012 1.0 0.3 0.6
S 4.964586 -0.627043 -2.531478 -1.1 -4.9 4.5
H -2.048534 -1.171053 5.185492 0.2 -0.1 0.4
O 4.649296 -3.055893 4.832372 1.0 -1.2 0.5
O -1.442924 -7.120163 -1.336458 0.3 0.6 -0.8
C -3.066164 7.200427 -6.382808 -0.4 -0.6 -0.2
H -3.183134 0.936127 -3.632058 -0.9 -0.1 0.3
H -1.508614 7.310267 -3.892838 -0.3 0.1 0.0
H -5.275114 -2.266543 0.183782 0.2 0.1 0.4
C 6.217186 -4.536673 1.245382 -1.2 0.0 0.8
N -5.936784 0.888297 -0.242298 1.0 0.0 -0.4
O 3.545236 1.813237 -2.756168 3.2 -0.3 0.2
O -4.663514 -1.899703 5.098542 1.5 0.3 0.2
H -3.387004 7.068817 -7.416168 0.0 -0.5 0.0
H 6.605746 -6.146943 2.719782 -0.2 -0.1 -0.2
O -4.157314 2.860827 3.867542 -2.4 0.1 1.0
C -6.718174 1.812507 -1.201918 -0.1 -0.6 1.2
N 5.840596 0.374847 -3.191168 0.5 5.3 -1.3
C 6.022346 -5.230433 2.631692 -0.2 0.4 -0.7
H 1.511776 -5.670993 -5.359598 -0.1 0.3 -1.0
C -4.696384 -1.477433 -0.296318 -0.6 0.4 0.9
C 2.178966 0.004227 2.904782 -1.9 -0.2 -1.6
```
Forces are in eV/Å.

Results
**DFT total energy**: -249032.0198 eV
**Charge**: 0
**Frontier orbital gap**: 6.12 eV
**Largest force on an atom**: 8.64 eV/A